Model A:
Entry from the OMol25 dataset: a cluster of 2 separate species, C8H19NO2Si in total (ωB97M-V/def2-TZVPD).

Calculated values
Total charge: 0
E_LUMO (spin up / spin down): 0.14 / 0.28 eV
Orbital gap (spin up / spin down): 7.84 / 7.74 eV

Bonds (Å) are listed after each position.
Element x y z (Å)
1 C 2.721 0.676 0.341  C7 1.430, O10 1.370, O11 1.217
2 C -0.719 -2.609 1.190  C6 1.535, H13 1.085, H14 1.088, H15 1.088
3 C -0.564 2.676 0.334  Si12 1.898, H16 1.086, H17 1.087, H18 1.084
4 C -1.494 0.745 -1.983  Si12 1.911, H19 1.085, H20 1.086, H21 1.087
5 C -2.850 0.623 0.778  Si12 1.922, H22 1.086, H23 1.085, H24 1.084
6 C 0.007 -1.778 0.123  C2 1.535, C8 1.488, H25 1.092, H26 1.099
7 C 2.198 0.233 -0.914  C1 1.430, N9 1.362, H27 1.075
8 C 0.064 -0.338 0.494  C6 1.488, Si12 1.873, H28 1.081
9 N 2.590 -0.949 -1.468  C7 1.362, H29 1.006, H30 1.010
10 O 3.389 -0.311 1.018  C1 1.370, H31 0.967
11 O 2.629 1.799 0.800  C1 1.217
12 Si -1.173 0.934 -0.108  C3 1.898, C4 1.911, C5 1.922, C8 1.873
13 H -1.753 -2.292 1.278  C2 1.085
14 H -0.696 -3.665 0.927  C2 1.088
15 H -0.239 -2.481 2.158  C2 1.088
16 H -1.116 3.448 -0.193  C3 1.086
17 H -0.683 2.855 1.399  C3 1.087
18 H 0.489 2.798 0.110  C3 1.084
19 H -0.642 1.051 -2.582  C4 1.085
20 H -1.736 -0.279 -2.252  C4 1.086
21 H -2.338 1.362 -2.281  C4 1.087
22 H -3.283 -0.330 0.491  C5 1.086
23 H -2.728 0.616 1.856  C5 1.085
24 H -3.573 1.394 0.537  C5 1.084
25 H -0.498 -1.904 -0.837  C6 1.092
26 H 1.022 -2.187 0.029  C6 1.099
27 H 1.710 0.953 -1.544  C7 1.075
28 H 0.525 -0.157 1.455  C8 1.081
29 H 2.002 -1.355 -2.176  N9 1.006
30 H 3.026 -1.597 -0.828  N9 1.010
31 H 3.712 0.066 1.848  O10 0.967


Model B:
Entry from the OMol25 dataset: the molecule C8H19NO2Si (ωB97M-V/def2-TZVPD).

Calculated values
Total charge: 0
SMILES string: C[Si](C)(C)CCCCOC(N)=O
E_LUMO: 0.80 eV
Orbital gap: 10.75 eV

Bonds (Å) are listed after each position.
Element x y z (Å)
1 C -0.044 -1.660 -2.741  Si2 1.858, H13 1.089, H14 1.087, H15 1.100
2 Si -0.324 -2.051 -0.946  C1 1.858, C3 1.894, C4 1.879, C5 1.901
3 C -2.112 -1.476 -0.705  Si2 1.894, H16 1.110, H17 1.098, H18 1.103
4 C -0.325 -3.909 -0.670  Si2 1.879, H19 1.092, H20 1.109, H21 1.112
5 C 0.784 -1.125 0.290  Si2 1.901, C6 1.534, H22 1.075, H23 1.101
6 C 0.942 0.316 -0.214  C5 1.534, C7 1.517, H24 1.082, H25 1.101
7 C 1.656 1.261 0.734  C6 1.517, C8 1.529, H26 1.086, H27 1.110
8 C 0.861 1.576 2.001  C7 1.529, O9 1.413, H28 1.090, H29 1.134
9 O -0.273 2.380 1.749  C8 1.413, C10 1.392
10 C -0.014 3.736 1.570  O9 1.392, N11 1.377, O12 1.229
11 N -1.084 4.602 1.507  C10 1.377, H30 1.002, H31 0.995
12 O 1.128 4.164 1.427  C10 1.229
13 H 0.869 -2.110 -3.127  C1 1.089
14 H 0.043 -0.600 -2.963  C1 1.087
15 H -0.930 -2.108 -3.215  C1 1.100
16 H -2.121 -0.501 -1.234  C3 1.110
17 H -2.825 -2.164 -1.178  C3 1.098
18 H -2.410 -1.379 0.353  C3 1.103
19 H -1.238 -4.197 -0.144  C4 1.092
20 H -0.167 -4.412 -1.646  C4 1.109
21 H 0.527 -4.223 -0.028  C4 1.112
22 H 0.381 -1.147 1.287  C5 1.075
23 H 1.780 -1.587 0.376  C5 1.101
24 H -0.042 0.732 -0.390  C6 1.082
25 H 1.455 0.287 -1.187  C6 1.101
26 H 2.630 0.863 1.001  C7 1.086
27 H 1.900 2.199 0.193  C7 1.110
28 H 1.485 2.095 2.729  C8 1.090
29 H 0.481 0.611 2.460  C8 1.134
30 H -2.032 4.279 1.499  N11 1.002
31 H -0.983 5.548 1.213  N11 0.995


Decreasing stability: model B, model A


Model A:
Entry from the OMol25 dataset: the molecule C2H9N2OP (ωB97M-V/def2-TZVPD).

Calculated values
Total charge: 0
SMILES string: CN[PH](=O)NC
E_LUMO: 0.89 eV
Orbital gap: 9.68 eV

Bonds (Å) are listed after each position.
Element x y z (Å)
1 C -0.216 -1.893 0.529  N2 1.432, H7 1.081, H8 1.125, H9 1.147
2 N -0.980 -1.352 -0.556  C1 1.432, P3 2.156, H10 0.950
3 P -0.957 0.799 -0.686  N2 2.156, O4 1.474, N5 1.655, H11 1.349
4 O -1.812 1.491 0.294  P3 1.474
5 N 0.646 1.182 -0.540  P3 1.655, C6 1.471, H12 0.992
6 C 1.258 1.709 0.689  N5 1.471, H13 1.044, H14 1.003, H15 1.029
7 H -0.236 -1.364 1.471  C1 1.081
8 H -0.568 -2.919 0.826  C1 1.125
9 H 0.872 -2.069 0.211  C1 1.147
10 H -1.858 -1.545 -0.251  N2 0.950
11 H -1.638 0.899 -1.847  P3 1.349
12 H 1.196 0.701 -1.212  N5 0.992
13 H 1.564 2.689 0.499  C6 1.044
14 H 0.547 1.882 1.375  C6 1.003
15 H 2.016 1.165 1.122  C6 1.029


Model B:
Entry from the OMol25 dataset: the molecule C2H9N2OP (ωB97M-V/def2-TZVPD).

Calculated values
Total charge: 0
SMILES string: CN[PH](=O)NC
E_LUMO: 0.82 eV
Orbital gap: 9.85 eV

Bonds (Å) are listed after each position.
Element x y z (Å)
1 C 2.433 -0.934 0.262  N2 1.493, H7 1.101, H8 1.196, H9 1.075
2 N 1.403 -0.451 -0.704  C1 1.493, P3 2.215, H10 1.054
3 P -0.684 -0.756 -0.029  N2 2.215, O4 1.489, N5 1.677, H11 1.375
4 O -0.770 -1.262 1.368  P3 1.489
5 N -1.195 0.764 -0.521  P3 1.677, C6 1.436, H12 1.044
6 C -2.096 1.584 0.240  N5 1.436, H13 1.079, H14 1.093, H15 1.081
7 H 3.073 -0.069 0.492  C1 1.101
8 H 2.105 -1.380 1.323  C1 1.196
9 H 2.984 -1.641 -0.333  C1 1.075
10 H 1.446 -1.168 -1.475  N2 1.054
11 H -1.175 -1.569 -1.023  P3 1.375
12 H -0.349 1.288 -0.835  N5 1.044
13 H -2.792 2.091 -0.411  C6 1.079
14 H -2.911 1.220 0.871  C6 1.093
15 H -1.470 2.284 0.775  C6 1.081


Decreasing stability: model A, model B